[1]
A cluster of 2 separate species, C5H12NO2 in total. Source: the Open Molecules 2025 dataset; level of theory: ωB97M-V with the def2-TZVPD basis set.

* 2S+1: 2
* charge: +2
* ΔE to the lowest compared entry with this formula, charge and spin: 1.907 eV

Bonds (Å) are listed after each position.
CARTESIAN COORDINATES (ANGSTROEM)
1 O -1.275 -2.093 -0.059  C2 1.204
2 C -2.052 -1.309 -0.538  O1 1.204, C3 1.479, H8 1.090
3 C -2.189 0.164 -0.577  C2 1.479, C4 1.568, H9 1.132, H10 1.117
4 C -1.076 1.164 -0.109  C3 1.568, C5 1.549, H11 1.111, H12 1.118
5 C 0.324 1.022 -0.758  C4 1.549, N7 1.529, H13 1.122, H14 1.098
6 C 2.420 0.017 -0.092  N7 1.288, H15 1.108, H16 1.124
7 N 1.181 -0.186 -0.380  C5 1.529, C6 1.288, H17 1.006
8 H -2.773 -1.765 -1.215  C2 1.090
9 H -2.395 0.354 -1.674  C3 1.132
10 H -3.103 0.665 -0.174  C3 1.117
11 H -1.362 2.215 -0.331  C4 1.111
12 H -0.978 1.278 0.998  C4 1.118
13 H 0.172 0.624 -1.795  C5 1.122
14 H 0.869 1.921 -0.441  C5 1.098
15 H 2.966 -0.855 0.319  C6 1.108
16 H 2.964 0.966 -0.349  C6 1.124
17 H 0.773 -1.095 -0.236  N7 1.006
18 H 2.105 -0.447 2.950  O20 0.967
19 H 1.352 -1.630 2.295  O20 0.963
20 O 2.077 -1.010 2.164  H18 0.967, H19 0.963



[2]
The molecule C5H12NO2P. Source: the Open Molecules 2025 dataset; level of theory: ωB97M-V with the def2-TZVPD basis set.

* charge: 0
* ΔE to the lowest compared entry with this formula, charge and spin: 3.846 eV

Bonds (Å) are listed after each position.
CARTESIAN COORDINATES (ANGSTROEM)
1 C 0.557 -2.671 0.239  N2 1.255, H10 1.101, H11 1.088
2 N 0.828 -1.581 -0.324  C1 1.255, C3 1.411
3 C 0.070 -0.402 -0.158  N2 1.411, P4 1.894, C5 1.585, C7 1.585
4 P -0.653 -0.125 -1.886  C3 1.894, H12 1.426, H13 1.477
5 C -1.227 -0.331 0.751  C3 1.585, O6 1.421, H14 1.103, H15 1.172
6 O -2.183 -1.112 0.046  C5 1.421, H16 0.919
7 C 1.095 0.728 0.272  C3 1.585, C8 1.506, H17 1.024, H18 1.154
8 C 0.630 2.137 0.014  C7 1.506, O9 1.358, H19 1.035, H20 1.085
9 O 1.463 3.086 0.513  C8 1.358, H21 0.925
10 H 1.122 -3.508 -0.197  C1 1.101
11 H -0.116 -2.746 1.091  C1 1.088
12 H 0.608 -0.058 -2.550  P4 1.426
13 H -0.651 -1.579 -2.149  P4 1.477
14 H -1.627 0.684 0.909  C5 1.103
15 H -1.151 -0.660 1.873  C5 1.172
16 H -3.035 -0.818 0.225  O6 0.919
17 H 1.812 0.430 -0.397  C7 1.024
18 H 1.347 0.589 1.389  C7 1.154
19 H 0.490 2.417 -0.973  C8 1.035
20 H -0.295 2.197 0.576  C8 1.085
21 H 1.017 3.547 1.180  O9 0.925



[3]
A cluster of 2 separate species, C5H12NO2P in total. Source: the Open Molecules 2025 dataset; level of theory: ωB97M-V with the def2-TZVPD basis set.

* 2S+1: 3
* charge: 0
* ΔE to the lowest compared entry with this formula, charge and spin: 0.000 eV

Bonds (Å) are listed after each position.
CARTESIAN COORDINATES (ANGSTROEM)
1 C -2.655 0.122 -0.813  N6 1.250, H10 1.074, H11 1.175
2 C -0.344 1.412 0.350  C3 1.563, C5 1.498, H12 1.156, H13 1.169
3 C 1.091 1.652 0.919  C2 1.563, O7 1.433, H14 1.019, H15 1.161
4 C 0.692 -1.327 -1.424  O8 1.357, H16 0.994, H17 1.023
5 C -0.647 -0.054 0.277  C2 1.498, N6 1.326, P9 1.807
6 N -1.770 -0.543 -0.232  C1 1.250, C5 1.326
7 O 2.199 1.248 0.105  C3 1.433, H18 0.985
8 O 1.584 -1.993 -0.647  C4 1.357, H19 0.973
9 P -0.263 -1.019 1.755  C5 1.807, H20 1.398, H21 1.519
10 H -3.423 -0.510 -1.218  C1 1.074
11 H -2.520 1.266 -1.046  C1 1.175
12 H -1.088 1.971 1.035  C2 1.156
13 H -0.347 2.087 -0.604  C2 1.169
14 H 1.361 2.632 0.998  C3 1.019
15 H 1.347 1.079 1.897  C3 1.161
16 H 1.136 -0.704 -2.057  C4 0.994
17 H -0.213 -1.640 -1.783  C4 1.023
18 H 1.984 0.290 0.023  O7 0.985
19 H 0.997 -2.734 -0.419  O8 0.973
20 H -0.375 -2.276 1.152  P9 1.398
21 H 1.255 -0.960 1.733  P9 1.519



[4]
A cluster of 2 separate species, C5H12NO3 in total. Source: the Open Molecules 2025 dataset; level of theory: ωB97M-V with the def2-TZVPD basis set.

* charge: -1
* ΔE to the lowest compared entry with this formula, charge and spin: 1.717 eV

Bonds (Å) are listed after each position.
CARTESIAN COORDINATES (ANGSTROEM)
1 C -0.075 -2.165 0.840  C2 1.516, H9 1.089, H10 1.092, H11 1.088
2 C -0.381 -1.329 -0.388  C1 1.516, N3 1.366, O8 1.225
3 N 0.582 -0.432 -0.755  C2 1.366, C4 1.458, C5 1.472
4 C 0.271 0.430 -1.889  N3 1.458, H12 1.095, H13 1.092, H14 1.084
5 C 1.384 0.236 0.283  N3 1.472, C6 1.560, H15 1.097, H16 1.087
6 C 0.600 1.177 1.249  C5 1.560, O7 1.348, H17 1.117, H18 1.118
7 O -0.142 2.117 0.629  C6 1.348
8 O -1.387 -1.558 -1.048  C2 1.225
9 H 0.944 -2.548 0.808  C1 1.089
10 H -0.186 -1.565 1.745  C1 1.092
11 H -0.793 -2.979 0.904  C1 1.088
12 H 1.184 0.580 -2.475  C4 1.095
13 H -0.093 1.402 -1.547  C4 1.092
14 H -0.483 -0.045 -2.507  C4 1.084
15 H 1.920 -0.536 0.849  C5 1.097
16 H 2.111 0.859 -0.233  C5 1.087
17 H 1.406 1.630 1.876  C6 1.117
18 H 0.010 0.509 1.924  C6 1.118
19 H -2.584 0.762 -0.463  O21 0.961
20 H -1.675 1.823 0.260  O21 1.011
21 O -2.614 1.634 -0.062  H19 0.961, H20 1.011



[5]
The ion C5H12NO3 with charge +1. Source: the Open Molecules 2025 dataset; level of theory: ωB97M-V with the def2-TZVPD basis set.

* charge: +1
* ΔE to the lowest compared entry with this formula, charge and spin: 2.561 eV

Bonds (Å) are listed after each position.
CARTESIAN COORDINATES (ANGSTROEM)
1 C -1.493 0.035 -1.497  N2 1.446, H10 1.069, H11 1.082, H12 1.121
2 N -0.401 -0.757 -0.976  C1 1.446, C3 1.509, C5 1.577, H13 1.058
3 C 0.939 -0.168 -1.340  N2 1.509, O4 1.350, H14 1.183, H15 1.121
4 O 1.961 -0.918 -0.876  C3 1.350, H16 0.966
5 C -0.576 -0.984 0.575  N2 1.577, C6 1.487, H17 1.079, H18 1.094
6 C -0.707 0.293 1.325  C5 1.487, C7 1.390, H19 1.055
7 C 0.361 0.960 1.915  C6 1.390, O8 1.353, O9 1.353
8 O 0.058 2.148 2.487  C7 1.353, H20 0.974
9 O 1.677 0.702 1.740  C7 1.353, H21 1.008
10 H -2.303 -0.611 -1.234  C1 1.069
11 H -1.395 0.941 -0.913  C1 1.082
12 H -1.468 0.405 -2.554  C1 1.121
13 H -0.311 -1.756 -1.311  N2 1.058
14 H 0.999 0.856 -0.750  C3 1.183
15 H 1.064 0.282 -2.359  C3 1.121
16 H 2.258 -1.656 -1.423  O4 0.966
17 H 0.214 -1.689 0.781  C5 1.079
18 H -1.492 -1.526 0.827  C5 1.094
19 H -1.613 0.833 1.312  C6 1.055
20 H 0.346 2.401 3.383  O8 0.974
21 H 1.881 0.208 0.886  O9 1.008



[6]
The ion C5H12NO3S2 with charge +1. Source: the Open Molecules 2025 dataset; level of theory: ωB97M-V with the def2-TZVPD basis set.

* 2S+1: 3
* charge: +1
* calculated total energy: -1273.973663 Ha

Bonds (Å) are listed after each position.
CARTESIAN COORDINATES (ANGSTROEM)
1 C 0.628 0.816 1.686  C5 1.560, O7 1.308, O8 1.321, O9 1.526
2 C -1.536 -1.857 -2.290  S11 1.831, H12 1.150, H13 1.180, H14 1.091
3 C 0.352 0.601 -0.893  C4 1.583, C5 1.525, H15 1.063, H16 1.177
4 C 0.871 -0.894 -0.845  C3 1.583, S11 1.823, H17 1.115, H18 1.169
5 C -0.236 1.107 0.420  C1 1.560, C3 1.525, N6 1.455, H19 1.040
6 N -1.540 0.514 0.670  C5 1.455, H20 0.980, H21 1.254, H22 1.019
7 O 0.869 -0.412 2.064  C1 1.308, O8 1.413
8 O -0.043 0.419 2.752  C1 1.321, O7 1.413
9 O 1.732 1.847 1.902  C1 1.526, S10 1.726
10 S 2.879 1.587 3.165  O9 1.726, H23 1.322
11 S -0.542 -2.044 -0.764  C2 1.831, C4 1.823
12 H -1.238 -2.665 -3.052  C2 1.150
13 H -1.440 -0.732 -2.637  C2 1.180
14 H -2.606 -1.925 -2.086  C2 1.091
15 H 1.202 1.225 -1.026  C3 1.063
16 H -0.361 0.491 -1.823  C3 1.177
17 H 1.602 -1.171 -0.049  C4 1.115
18 H 1.289 -1.032 -1.927  C4 1.169
19 H -0.250 2.144 0.493  C5 1.040
20 H -1.821 0.519 1.610  N6 0.980
21 H -1.352 -0.601 0.129  N6 1.254
22 H -2.368 0.746 0.123  N6 1.019
23 H 3.909 1.321 2.379  S10 1.322